The following is a DFT calculation (the ωB97M-V functional and the def2-TZVPD basis) of 3 unconnected molecules or ions with the total composition C32H71BrIN2O5P2 in a non-equilibrium geometry.

XYZ file:
```
114
Properties=species:S:1:pos:R:3:lowdin_charge:R:1
C -3.137 -5.706 4.120 -0.09
C -3.218 -6.070 2.626 -0.24
C -3.119 -4.861 1.691 -0.21
C -1.885 -4.002 1.963 -0.22
N -1.703 -3.025 0.884 -0.01
N -1.435 -1.664 1.285 -0.30
P 0.139 -1.562 2.289 1.12
C -0.339 -1.883 4.046 -0.39
C 0.071 -0.649 4.869 -0.15
C 1.150 -3.015 1.811 -0.39
C 2.637 -2.592 1.787 -0.13
C -2.518 -1.002 2.082 -0.18
C -3.569 -0.268 1.274 -0.71
I -4.848 -1.544 0.079 0.98
O -3.044 0.777 0.530 -0.20
C -1.680 0.595 0.113 -0.43
P -0.499 1.738 1.091 0.59
O -1.603 2.614 1.926 -0.38
Br -0.071 3.236 -0.498 0.41
C -1.288 -0.876 -0.013 -0.30
C 0.090 -0.998 -0.655 -0.18
C 0.064 -0.581 -2.141 -0.18
C 1.161 -1.280 -2.944 -0.19
C 2.516 -0.560 -2.815 -0.20
C 2.813 0.362 -4.002 -0.20
C 3.338 -0.401 -5.222 -0.20
C 4.848 -0.715 -5.164 -0.20
C 5.138 -2.203 -4.923 -0.21
C 6.623 -2.489 -4.696 -0.19
C 6.951 -3.641 -3.727 -0.18
C 5.946 -4.783 -3.706 -0.26
O 5.683 -5.290 -4.997 -0.19
C 6.598 -6.270 -5.451 -0.10
H -3.889 -6.235 4.699 0.07
H -3.317 -4.643 4.292 0.06
H -2.153 -5.943 4.518 0.07
H -4.174 -6.548 2.426 0.11
H -2.413 -6.757 2.372 0.11
H -4.004 -4.233 1.818 0.09
H -3.093 -5.218 0.659 0.12
H -2.010 -3.539 2.938 0.07
H -1.010 -4.653 2.017 0.12
H -2.494 -3.052 0.250 0.05
H 0.243 -2.740 4.384 0.09
H -1.394 -2.097 4.198 0.06
H 1.106 -0.386 4.654 0.07
H -0.061 -0.828 5.931 0.08
H -0.513 0.220 4.560 0.06
H 1.016 -3.775 2.582 0.07
H 0.833 -3.478 0.883 0.07
H 3.187 -3.134 2.552 0.07
H 3.098 -2.822 0.831 0.07
H 2.769 -1.529 1.984 0.06
H -2.020 -0.241 2.693 0.11
H -3.004 -1.684 2.772 0.13
H -4.253 0.169 2.000 0.09
H -1.639 0.964 -0.912 0.09
H -2.240 2.059 2.381 0.03
H -1.999 -1.309 -0.716 0.11
H 0.836 -0.404 -0.128 0.09
H 0.364 -2.052 -0.635 0.10
H 0.220 0.498 -2.216 0.09
H -0.926 -0.796 -2.553 0.12
H 1.278 -2.301 -2.572 0.11
H 0.870 -1.357 -3.990 0.11
H 2.560 0.002 -1.879 0.11
H 3.305 -1.310 -2.762 0.10
H 3.581 1.071 -3.691 0.11
H 1.923 0.926 -4.285 0.11
H 3.146 0.200 -6.111 0.11
H 2.801 -1.343 -5.358 0.11
H 5.288 -0.456 -6.129 0.11
H 5.348 -0.094 -4.419 0.11
H 4.517 -2.544 -4.095 0.09
H 4.822 -2.735 -5.819 0.12
H 7.120 -1.595 -4.314 0.10
H 7.096 -2.723 -5.648 0.11
H 7.921 -4.072 -3.981 0.11
H 7.045 -3.264 -2.705 0.11
H 6.324 -5.573 -3.047 0.12
H 4.990 -4.464 -3.293 0.11
H 7.397 -6.447 -4.731 0.08
H 7.050 -5.941 -6.387 0.09
H 6.065 -7.200 -5.644 0.08
C -5.121 3.156 1.384 -0.07
C -4.996 4.560 1.954 -0.27
O -6.171 5.038 2.575 -0.15
C -6.632 4.292 3.685 -0.28
C -5.641 4.220 4.836 -0.08
H -5.976 3.089 0.710 0.09
H -4.217 2.898 0.835 0.06
H -5.262 2.411 2.174 0.06
H -4.795 5.261 1.144 0.12
H -4.143 4.620 2.642 0.11
H -6.934 3.285 3.375 0.11
H -7.536 4.803 4.015 0.12
H -4.744 3.657 4.570 0.06
H -6.100 3.727 5.694 0.08
H -5.329 5.221 5.134 0.09
C 0.229 9.977 0.477 -0.08
C 0.023 9.137 -0.771 -0.28
O 0.514 7.811 -0.661 -0.16
C -0.069 7.018 0.353 -0.30
C -1.565 6.808 0.190 -0.09
H 1.279 9.971 0.772 0.08
H -0.075 11.006 0.287 0.08
H -0.359 9.611 1.320 0.07
H 0.575 9.574 -1.602 0.12
H -1.034 9.131 -1.061 0.11
H 0.159 7.428 1.344 0.11
H 0.437 6.054 0.291 0.07
H -2.124 7.736 0.314 0.07
H -1.930 6.101 0.937 0.06
H -1.789 6.415 -0.804 0.08
```

Output
Frontier orbital gap = 8.3 eV
Charge = +1
Strongest force on any atom = 1.2 eV/Å